--- one ---
C2H5N3O3 | wB97M-V/def2-TZVPD

Geometry as XYZ:
```
13
C2H5N3O3 | the Open Molecules 2025 dataset | wB97M-V/def2-TZVPD
C -1.70689 0.89792 0.32128
C 0.71393 -1.33198 -0.68271
N -0.83230 0.19779 -0.47426
N -0.33388 -0.88564 0.04189
N 2.06494 0.60802 -0.12816
O -0.64779 -1.27536 1.18428
O 1.28661 1.46946 0.05327
O 3.23847 0.37315 -0.13570
H -2.07625 1.81260 -0.05245
H -1.04357 1.08039 1.24831
H -2.73708 0.35911 0.52763
H 0.82106 -1.24338 -1.75079
H 1.25273 -2.06210 -0.15260
```

Calculated values
highest occupied orbital energy (spin up / spin down) = -9.6 / -9.4 eV
Kohn-Sham gap (spin up / spin down) = 8.431 / 8.208 eV

Here are the natural (NBO) charges for atoms 1 to 4, given in e: -0.475, -0.150, -0.182, 0.211

--- two ---
C2H5N3O3 | wB97M-V/def2-TZVPD

Geometry as XYZ:
```
13
C2H5N3O3 | the Open Molecules 2025 dataset | wB97M-V/def2-TZVPD
C -0.46373 -0.77544 0.46813
C 2.05534 0.89521 -0.23056
H -2.18760 1.39718 -0.81592
H -3.57787 -0.30163 -0.65955
H -2.43798 -0.25619 1.60652
H -0.41540 -0.67151 -1.65358
H 3.13447 0.90720 -0.67527
N -2.36862 -0.11177 -0.70242
N -1.83341 -0.68214 0.57876
N 0.00370 0.04891 -0.68894
O 0.23638 -1.32622 1.26924
O 1.30350 0.00266 -0.87183
O 1.62549 1.75123 0.41015
```

Calculated values
highest occupied orbital energy = -9.8 eV
Kohn-Sham gap = 9.691 eV

Here are the natural (NBO) charges for atoms 1 to 4, given in e: 0.731, 0.643, 0.328, 0.381

Name the least stable of them. one.